C3H10N4O | ωB97M-V with the def2-TZVPD basis set

Properties
* charge: 0
* SMILES string: C/N=C/O.C/N=N/N
* total energy: -414.48034 a.u.
* E_HOMO: -9.177 eV

Geometry (Å):
C  1.330  -0.010  1.892
N  1.282  -0.925  0.759
C  0.161  -1.553  0.646
O  0.146  -2.646  -0.129
H  0.348  0.221  2.324
H  1.768  0.938  1.564
H  1.965  -0.423  2.682
H  -0.736  -1.477  1.278
H  0.915  -2.578  -0.718
C  -1.115  1.916  -0.051
N  -0.377  1.099  -1.010
N  -1.075  0.185  -1.498
N  -0.359  -0.443  -2.456
H  -0.424  2.620  0.421
H  -1.899  2.487  -0.560
H  -1.567  1.311  0.741
H  0.547  -0.016  -2.620
H  -0.909  -0.706  -3.266



C3H10N2S | ωB97M-V with the def2-TZVPD basis set

Properties
* charge: 0
* SMILES string: [H]/N=C/N.CCS
* total energy: -627.93402 a.u.
* E_HOMO: -9.052 eV

Geometry (Å):
H  -2.699  -1.765  -1.604
N  -2.273  -2.351  -0.878
C  -1.824  -1.487  -0.039
N  -0.791  -1.579  0.876
H  -2.406  -0.569  0.126
H  0.191  -1.691  0.678
H  -0.822  -1.738  1.874
C  1.405  1.127  0.723
C  1.170  1.806  -0.597
S  0.075  0.902  -1.761
H  1.975  0.168  0.721
H  0.547  0.969  1.383
H  2.168  1.723  1.266
H  2.110  1.946  -1.141
H  0.756  2.804  -0.394
H  0.419  -0.266  -1.233



C5H13N2 | ωB97M-V with the def2-TZVPD basis set

Properties
* charge: +1
* total energy: -307.41104 a.u.
* E_HOMO: -14.077 eV

Geometry (Å):
C  0.636  3.019  -0.904
C  1.869  2.270  -0.619
C  0.278  -1.353  -1.141
C  -0.952  -2.355  0.745
C  -0.956  -1.780  -0.495
N  0.935  1.837  0.049
N  -0.716  0.179  1.737
H  0.448  4.041  -0.665
H  0.074  2.486  -1.754
H  2.668  1.905  -1.169
H  0.416  -0.343  -1.429
H  1.077  -1.504  -0.424
H  0.501  -1.875  -2.062
H  -0.069  0.539  0.982
H  -1.959  -2.685  1.027
H  -0.084  -2.852  1.141
H  -1.813  -1.888  -1.066
H  -0.146  0.298  2.604
H  -0.901  -0.960  1.511
H  -1.307  1.022  1.933



no.,LUMO energy (eV)
1,1.1610
2,0.8368
3,-3.6264